DFT (ωB97M-V with the def2-TZVPD basis set) results for C17H16N4O4SV as an isolated structure at a distorted geometry.

Cartesian coordinates (Å):
1 V 0.62511 -0.75580 1.40963
2 S -0.08529 1.74390 0.29823
3 O -0.63339 2.82910 1.06353
4 O 2.25431 -1.96890 1.85663
5 O 1.84501 -1.37030 -0.18587
6 O 1.31201 1.44670 0.58203
7 N -0.88539 0.38080 0.70273
8 N -0.77029 2.55700 -5.51197
9 N -0.67479 -1.79750 0.43193
10 N -1.53289 -0.51550 -1.38287
11 C -0.64339 2.33830 -4.16417
12 C -1.38389 2.73720 -1.90437
13 C 2.56771 -1.92750 0.65633
14 C -1.30989 -2.88440 -1.56127
15 C -0.76709 -2.90910 -0.28247
16 C 0.62321 1.46180 -2.31027
17 C -1.56459 2.88760 -3.26427
18 C 1.95881 -0.78920 4.47293
19 C -0.28689 2.03320 -1.43857
20 C 0.44811 1.61680 -3.66787
21 C -0.27849 -1.65270 4.27603
22 C 0.26851 0.51640 3.35403
23 C 1.58701 0.35860 3.78923
24 C 1.02121 -1.78160 4.73743
25 C -0.66019 -0.51220 3.56713
26 C -1.65769 -1.64170 -2.06987
27 C -1.07439 -0.62290 -0.14107
28 H -2.02429 -1.52650 -3.08217
29 H 2.29701 1.16300 3.63863
30 H -0.06469 1.47480 2.96993
31 H 1.15041 1.18010 -4.36307
32 H 1.30701 -2.65940 5.30253
33 H 2.97571 -0.90520 4.82053
34 H 3.51421 -2.40770 0.32443
35 H -2.08179 3.15120 -1.19307
36 H -1.01259 -2.41940 4.49513
37 H -2.41769 3.42680 -3.64887
38 H -0.24339 1.95600 -6.12227
39 H -1.41169 -3.78190 -2.14807
40 H 1.45181 0.89750 -1.90787
41 H -0.37119 -3.81640 0.16203
42 H -1.70159 -0.35820 3.29283
43 H -1.66989 2.84740 -5.85357

multiplicity: 4
orbital gap (alpha / beta): 7.4 / 8.5 eV
energy above the lowest of the compared OMol25 structures with the same formula, charge and spin: 95.5 kJ/mol
⟨S²⟩: 3.762